{
  "formula": "C3H8O2",
  "method": "ωB97M-V/def2-TZVPD",
  "mol_weight_g_mol": 76.095,
  "lumo_ha": 0.024,
  "relative_energy_kj_mol": 312.2,
  "homo_ev": -10.00,
  "species": ["C", "C", "O", "H", "H", "H", "H", "C", "O", "H", "H", "H", "H"],
  "xyz": [[1.222, -2.031, -2.533], [2.480, -1.240, -1.986], [3.659, -1.646, -1.982], [1.548, -2.197, -3.664], [0.199, -1.545, -2.376], [1.129, -3.094, -2.123], [2.338, -0.184, -1.639], [-1.649, 1.931, 2.543], [-3.211, 1.847, 2.575], [-1.482, 2.731, 1.775], [-1.405, 2.464, 3.450], [-1.044, 1.075, 2.396], [-3.785, 1.886, 3.563]],
  "atomic_forces_ev_per_a": [[1.015, -0.832, -0.964], [1.900, -0.849, -0.004], [-3.570, 0.540, -0.181], [-1.211, 0.490, 2.128], [1.740, -0.299, -0.495], [0.489, 1.482, -0.317], [-0.367, -0.533, -0.168], [-3.390, 3.448, 0.632], [-0.334, -0.460, 2.922], [-0.117, -1.158, 0.245], [0.480, -0.306, 0.459], [-0.222, -1.271, -0.170], [3.586, -0.254, -4.087]],
  "lowdin_charge": [-0.077, -0.282, -0.018, 0.112, 0.078, 0.081, 0.107, -0.089, -0.270, 0.081, 0.052, 0.046, 0.180]
}